Entry 1:
{
  "formula": "C26H50Cl2N3O5SiTl",
  "method": "the ωB97M-V functional and the def2-TZVPD basis",
  "e_homo_ev": [-6.91, -6.91],
  "multiplicity": 1,
  "e_lumo_ev": [-1.24, -2.34],
  "e_above_lowest_kcal_mol": 84.51,
  "elements": ["C", "C", "H", "H", "H", "C", "C", "H", "H", "H", "H", "Tl", "Cl", "C", "O", "N", "C", "C", "H", "H", "H", "H", "H", "H", "H", "H", "H", "C", "C", "N", "H", "C", "O", "H", "H", "H", "H", "H", "H", "C", "C", "N", "H", "C", "O", "H", "H", "H", "H", "O", "C", "C", "C", "H", "C", "H", "C", "H", "C", "C", "H", "H", "H", "Si", "Cl", "C", "C", "C", "H", "H", "H", "H", "H", "H", "H", "H", "H", "C", "C", "C", "O", "H", "H", "H", "H", "H", "H", "H"],
  "xyz": [[-1.43, -0.33, -5.05], [-0.86, -1.35, -4.11], [-1.39, -0.68, -6.09], [-0.89, 0.62, -4.99], [-2.49, -0.12, -4.80], [-0.38, -2.55, -4.49], [-0.39, -3.07, -5.89], [0.03, -3.22, -3.73], [0.15, -2.44, -6.62], [-1.41, -3.23, -6.27], [0.10, -4.06, -5.92], [1.02, 1.21, 2.28], [1.11, 4.21, 0.61], [0.41, -2.19, 2.37], [1.41, -1.48, 2.11], [0.49, -3.33, 3.07], [1.80, -3.84, 3.42], [-0.66, -4.19, 3.32], [-0.61, -1.91, 2.05], [2.49, -3.00, 3.50], [2.16, -4.55, 2.66], [1.72, -4.37, 4.37], [-1.59, -3.62, 3.17], [-0.61, -4.56, 4.35], [-0.67, -5.06, 2.64], [1.47, 3.84, 6.17], [-0.41, 6.24, 5.19], [1.51, 3.86, 5.07], [0.14, 5.78, 4.35], [0.27, 4.34, 4.49], [1.75, 2.86, 4.70], [-0.84, 3.56, 4.59], [-0.80, 2.36, 4.91], [-0.39, 6.02, 3.41], [-1.78, 4.09, 4.34], [2.28, 4.58, 4.76], [1.15, 6.19, 4.31], [2.54, 0.63, -3.63], [2.63, -2.06, -3.34], [3.44, 0.58, -3.00], [3.49, -1.83, -2.70], [3.33, -0.53, -2.08], [3.59, 1.52, -2.47], [2.98, -0.38, -0.77], [2.88, 0.69, -0.16], [3.58, -2.60, -1.92], [2.84, -1.36, -0.26], [4.30, 0.37, -3.66], [4.39, -1.83, -3.33], [0.01, 0.12, -2.54], [-0.82, -0.91, -2.63], [0.56, -2.69, -1.25], [-0.65, -2.11, -1.59], [1.48, -2.20, -1.62], [0.62, -3.89, -0.53], [-1.87, -0.54, -2.46], [-1.83, -2.69, -1.11], [1.59, -4.36, -0.33], [-0.56, -4.51, -0.10], [-1.78, -3.89, -0.39], [-2.78, -2.23, -1.37], [-0.53, -5.46, 0.42], [-2.72, -4.37, -0.11], [0.08, 3.22, -1.14], [-0.19, 1.31, -0.08], [1.81, 3.41, -1.97], [-1.52, 4.09, -0.38], [-0.74, 3.46, -2.88], [2.59, 2.94, -1.36], [2.03, 4.48, -2.07], [1.83, 2.98, -2.99], [-0.28, 2.81, -3.62], [-0.61, 4.50, -3.19], [-1.82, 3.26, -2.85], [-1.65, 3.78, 0.66], [-2.43, 3.80, -0.92], [-1.42, 5.19, -0.41], [-3.51, 0.00, 1.38], [-2.43, 0.38, 2.40], [-2.79, -0.13, 3.79], [-1.16, 0.02, 2.05], [-3.49, -1.07, 1.17], [-3.38, 0.56, 0.45], [-4.50, 0.22, 1.79], [-2.39, 1.49, 2.45], [-2.55, -1.19, 3.86], [-2.20, 0.42, 4.54], [-3.86, 0.00, 3.97]],
  "lowdin_charge": [-0.035, -0.221, 0.073, 0.084, 0.096, -0.097, -0.103, 0.101, 0.082, 0.084, 0.069, 0.837, 0.128, -0.315, -0.135, -0.173, -0.031, -0.042, 0.124, 0.092, 0.095, 0.088, 0.089, 0.092, 0.074, 0.102, 0.091, -0.055, -0.055, -0.192, 0.035, -0.319, -0.060, 0.091, 0.147, 0.087, 0.085, 0.095, 0.084, -0.037, -0.071, -0.183, 0.069, -0.312, -0.074, 0.089, 0.126, 0.088, 0.092, 0.004, -0.386, -0.052, -0.150, 0.066, -0.074, 0.156, -0.041, 0.110, -0.108, -0.080, 0.113, 0.097, 0.103, -0.075, 0.391, -0.298, -0.322, -0.244, -0.012, 0.027, 0.010, -0.007, 0.036, 0.005, -0.025, 0.007, 0.017, -0.024, -0.539, -0.037, -0.270, 0.078, 0.080, 0.082, 0.165, 0.073, 0.065, 0.083]
}



Entry 2:
{
  "formula": "C14H19NS3ScSe",
  "method": "the ωB97M-V functional and the def2-TZVPD basis",
  "e_homo_ev": -10.78,
  "multiplicity": 1,
  "e_lumo_ev": -3.32,
  "total_charge": 1,
  "elements": ["Sc", "C", "C", "S", "C", "C", "S", "C", "C", "S", "H", "H", "H", "H", "H", "H", "H", "H", "H", "H", "H", "H", "C", "C", "C", "C", "C", "C", "C", "H", "H", "H", "H", "H", "H", "H", "Se", "C", "N"],
  "xyz": [[-0.12, 0.50, 0.33], [-2.11, -1.95, -1.10], [-0.96, -2.90, -0.79], [0.20, -2.29, 0.45], [1.79, -2.61, -0.31], [2.06, -1.89, -1.63], [1.78, -0.11, -1.55], [0.75, 0.21, -3.00], [-0.57, -0.55, -3.08], [-1.67, -0.29, -1.66], [-2.72, -1.76, -0.21], [-2.78, -2.41, -1.83], [-0.41, -3.14, -1.70], [-1.39, -3.84, -0.44], [1.92, -3.69, -0.46], [2.53, -2.33, 0.44], [1.46, -2.31, -2.43], [3.10, -2.05, -1.92], [1.34, 0.01, -3.90], [0.58, 1.29, -2.99], [-0.40, -1.62, -3.20], [-1.10, -0.22, -3.97], [-0.01, 2.57, -0.31], [0.60, 2.62, 1.05], [-0.19, 2.85, 2.18], [0.30, 2.65, 3.46], [1.59, 2.14, 3.64], [2.37, 1.84, 2.54], [1.88, 2.06, 1.25], [0.69, 2.82, -1.11], [-0.93, 3.13, -0.42], [-1.21, 3.20, 2.06], [-0.32, 2.86, 4.32], [1.98, 1.99, 4.64], [3.37, 1.44, 2.66], [2.52, 1.87, 0.40], [-3.43, -0.04, 3.95], [-2.23, 0.02, 2.68], [-1.41, 0.07, 1.82]],
  "nbo_charge": [1.467, -0.538, -0.544, 0.319, -0.551, -0.544, 0.269, -0.531, -0.545, 0.303, 0.267, 0.254, 0.222, 0.262, 0.254, 0.252, 0.226, 0.259, 0.252, 0.261, 0.227, 0.261, -0.920, -0.124, -0.150, -0.172, -0.205, -0.163, -0.317, 0.228, 0.247, 0.228, 0.238, 0.234, 0.228, 0.236, -0.008, 0.197, -0.881]
}



Entry 3:
{
  "formula": "C4H9NO2",
  "method": "the ωB97M-V functional and the def2-TZVPD basis",
  "e_homo_ev": -9.93,
  "multiplicity": 1,
  "e_lumo_ev": 0.83,
  "smiles": "C[C@@H](O)CNC=O",
  "e_above_lowest_kcal_mol": 18.90,
  "elements": ["C", "C", "O", "C", "N", "C", "O", "H", "H", "H", "H", "H", "H", "H", "H", "H"],
  "xyz": [[0.93, -0.21, -2.05], [-0.06, 0.21, -0.98], [-1.13, -0.71, -1.02], [0.58, 0.22, 0.41], [-0.37, 0.54, 1.45], [-0.88, -0.36, 2.34], [-1.66, -0.09, 3.22], [1.79, 0.47, -2.08], [0.46, -0.21, -3.04], [1.30, -1.23, -1.85], [-0.42, 1.23, -1.21], [-1.77, -0.43, -0.35], [0.98, -0.79, 0.61], [1.43, 0.92, 0.44], [-0.62, 1.50, 1.62], [-0.51, -1.39, 2.15]],
  "nbo_charge": [-0.623, 0.088, -0.716, -0.241, -0.634, 0.526, -0.600, 0.211, 0.227, 0.214, 0.153, 0.473, 0.207, 0.203, 0.404, 0.110]
}



no.,E_tot (eV)
1,-80094.064
2,-134864.998
3,-9879.241